No. 1
115
Properties=species:S:1:pos:R:3 method="wB97M-V/def2-TZVPD" spin_multiplicity=2 s2=0.760 charge=-2 lumo_energy_ha="0.118 / 0.118" orbital_gap_ha="0.088 / 0.214"
Al 0.178 0.335 0.493
Br -5.251 -3.471 -1.197
C -3.547 -2.642 -1.171
C -2.649 -2.844 -2.202
Br -3.068 -4.007 -3.638
C -1.410 -2.173 -2.191
Br -0.091 -2.456 -3.515
C -1.087 -1.299 -1.172
O 0.026 -0.619 -1.077
C -1.995 -1.123 -0.082
O -1.570 -0.326 0.858
C -3.210 -1.785 -0.106
Br -4.361 -1.505 1.371
C 3.010 -3.761 3.453
Si 2.998 -2.124 4.382
C 4.798 -1.548 4.463
C 2.550 -2.632 6.155
Ge 1.502 -0.362 3.638
Si 2.391 1.646 4.681
C 3.954 2.507 4.083
C 1.075 2.959 4.938
C 2.811 0.974 6.407
Si -0.632 -0.882 4.661
C -1.078 -2.658 4.238
C -2.131 0.157 4.212
C -0.521 -0.754 6.551
H 3.582 -3.693 2.527
H 2.003 -4.093 3.193
H 3.467 -4.522 4.094
H 5.345 -2.138 5.205
H 4.880 -0.493 4.733
H 5.284 -1.669 3.494
H 3.293 -3.345 6.525
H 1.571 -3.116 6.191
H 2.526 -1.783 6.841
H 4.172 2.312 3.036
H 4.822 2.215 4.681
H 3.799 3.585 4.167
H 1.054 3.597 4.052
H 1.321 3.577 5.808
H 0.082 2.531 5.097
H 3.634 0.258 6.361
H 1.957 0.471 6.863
H 3.112 1.792 7.069
H -1.431 -2.702 3.207
H -1.874 -3.023 4.894
H -0.221 -3.331 4.318
H -2.311 0.147 3.134
H -2.038 1.197 4.536
H -3.008 -0.273 4.705
H 0.333 -1.297 6.957
H -1.429 -1.162 7.006
H -0.434 0.290 6.861
Cl -0.273 11.921 -1.420
C -0.277 10.352 -0.661
C -1.263 10.042 0.260
C -1.242 8.795 0.860
C -0.260 7.853 0.564
C -0.283 6.514 1.276
C -1.327 5.623 0.629
N -1.218 4.252 1.053
C -1.372 3.745 2.324
C -1.067 2.427 2.230
N -0.738 2.125 0.931
C -0.836 3.237 0.257
O -0.664 6.671 2.629
C 0.379 7.182 3.436
C -0.063 7.266 4.862
C -1.312 7.477 5.360
Cl -2.790 7.745 4.520
S -1.349 7.504 7.082
C 0.341 7.236 7.160
C 0.884 7.126 5.923
C 0.702 8.196 -0.379
Cl 1.907 7.043 -0.863
C 0.707 9.442 -0.994
H -2.026 10.768 0.503
H -1.982 8.544 1.611
H 0.690 6.019 1.209
H -1.181 5.640 -0.452
H -2.321 6.021 0.853
H -1.630 4.376 3.156
H -1.038 1.675 2.996
H -0.599 3.354 -0.788
H 0.687 8.180 3.085
H 1.243 6.512 3.368
H 0.826 7.141 8.117
H 1.932 6.928 5.744
H 1.468 9.687 -1.720
C 4.343 5.853 0.941
N 3.544 4.725 0.550
C 3.686 4.153 -0.730
C 2.945 2.998 -1.002
C 2.136 2.470 -0.017
O 1.495 1.330 -0.220
N 1.962 3.090 1.203
C 2.608 4.221 1.457
O 2.434 4.897 2.507
H 5.006 6.110 0.114
H 4.948 5.622 1.824
H 3.726 6.722 1.188
H 4.363 4.634 -1.419
H 3.014 2.497 -1.957
Cl 4.079 0.305 1.594
C 3.427 -1.131 0.890
C 4.280 -1.899 0.114
C 3.821 -3.060 -0.484
C 2.510 -3.451 -0.270
C 1.685 -2.677 0.524
Cl 0.092 -3.298 0.841
C 2.074 -1.455 1.116
N 1.150 -0.680 1.815
H 5.295 -1.557 -0.037
H 4.477 -3.654 -1.108
H 2.120 -4.362 -0.704



No. 2
180
Properties=species:S:1:pos:R:3 method="wB97M-V/def2-TZVPD" spin_multiplicity=1 charge=+1 lumo_energy_ha=-0.137 orbital_gap_ha=0.285
C 18.105 0.707 -20.972
C 17.258 -0.328 -21.646
N 16.824 -0.186 -23.187
C 16.032 1.158 -23.273
C 18.166 -0.191 -24.069
C 17.843 -0.040 -25.588
C 15.853 -1.359 -23.555
C 16.444 -2.570 -24.239
O 17.169 -3.271 -23.171
C 17.950 -4.258 -23.670
H 18.491 0.344 -20.020
H 17.590 1.667 -20.929
H 19.007 0.787 -21.580
H 16.253 -0.460 -21.245
H 17.705 -1.321 -21.604
H 15.463 1.313 -24.190
H 16.723 1.983 -23.099
H 15.198 1.174 -22.572
H 18.834 -1.010 -23.803
H 18.706 0.661 -23.657
H 18.792 -0.273 -26.071
H 17.608 0.963 -25.945
H 17.170 -0.796 -25.992
H 15.093 -0.890 -24.180
H 15.359 -1.675 -22.636
H 17.136 -2.536 -25.080
H 15.680 -3.279 -24.559
H 17.510 -5.005 -24.331
H 18.294 -4.768 -22.770
H 18.798 -3.814 -24.192
C 11.993 -9.486 -16.421
C 11.847 -9.682 -17.963
C 10.376 -9.565 -18.351
O 9.922 -8.243 -18.418
C 8.578 -8.144 -18.426
N 12.732 -8.574 -18.650
H 13.685 -8.512 -18.321
H 12.665 -8.877 -19.611
H 12.393 -7.681 -18.321
H 11.649 -10.339 -15.837
H 11.432 -8.627 -16.053
H 13.001 -9.408 -16.014
H 12.359 -10.533 -18.412
H 9.749 -10.175 -17.701
H 10.202 -10.038 -19.318
H 8.363 -7.076 -18.465
H 7.960 -8.531 -17.615
H 8.228 -8.523 -19.386
C 12.181 -3.821 -21.921
C 10.661 -3.682 -21.849
C 9.956 -5.007 -21.438
O 10.034 -5.866 -22.515
C 9.481 -7.188 -22.282
N 10.488 -2.640 -20.661
H 9.564 -2.568 -20.260
H 11.147 -2.861 -19.928
H 10.756 -1.690 -20.871
H 12.624 -4.143 -20.978
H 12.879 -3.073 -22.298
H 12.325 -4.668 -22.592
H 10.070 -3.205 -22.631
H 8.918 -4.884 -21.126
H 10.513 -5.432 -20.602
H 8.528 -7.266 -21.759
H 10.174 -7.839 -21.748
H 9.151 -7.577 -23.245
C 8.360 -2.652 -28.026
C 7.477 -3.013 -26.886
C 7.799 -4.435 -26.380
O 6.981 -4.665 -25.263
C 7.063 -5.971 -24.733
N 7.517 -1.941 -25.764
H 8.407 -1.476 -25.867
H 6.956 -1.112 -25.900
H 7.257 -2.311 -24.861
H 7.859 -1.863 -28.587
H 8.522 -3.455 -28.745
H 9.343 -2.301 -27.712
H 6.432 -2.905 -27.180
H 8.835 -4.687 -26.155
H 7.664 -5.209 -27.136
H 6.495 -6.645 -25.374
H 6.558 -5.819 -23.779
H 8.033 -6.467 -24.769
C 15.309 -6.048 -26.760
C 14.008 -6.714 -26.226
C 14.277 -7.347 -24.826
O 14.513 -6.333 -23.816
C 14.757 -6.763 -22.488
N 12.850 -5.626 -26.246
H 12.664 -5.209 -25.345
H 13.136 -4.735 -26.627
H 12.025 -5.986 -26.704
H 15.471 -5.213 -26.079
H 15.385 -5.740 -27.802
H 16.194 -6.655 -26.565
H 13.719 -7.539 -26.878
H 14.986 -8.175 -24.841
H 13.369 -7.826 -24.461
H 15.014 -5.844 -21.962
H 15.493 -7.554 -22.633
H 13.929 -7.378 -22.135
C 10.250 -14.087 -26.209
C 10.664 -12.670 -26.719
C 9.410 -11.790 -26.428
O 9.762 -10.467 -26.689
C 8.640 -9.602 -26.265
N 12.024 -12.218 -26.069
H 12.010 -12.162 -25.060
H 12.775 -12.837 -26.338
H 12.333 -11.306 -26.371
H 10.993 -14.884 -26.162
H 9.360 -14.488 -26.695
H 10.017 -14.064 -25.145
H 10.907 -12.897 -27.757
H 9.041 -11.880 -25.407
H 8.587 -12.114 -27.065
H 8.535 -8.751 -26.937
H 8.791 -9.295 -25.230
H 7.693 -10.129 -26.390
C 7.793 -10.990 -22.448
C 6.409 -10.288 -22.236
C 5.829 -9.939 -23.606
O 4.420 -9.854 -23.463
C 3.819 -9.154 -24.564
N 5.514 -11.308 -21.568
H 5.847 -11.655 -20.680
H 4.577 -10.938 -21.495
H 5.433 -12.186 -22.062
H 8.333 -10.129 -22.842
H 7.793 -11.768 -23.211
H 8.342 -11.374 -21.589
H 6.369 -9.541 -21.444
H 6.122 -10.622 -24.402
H 6.233 -8.947 -23.807
H 3.695 -9.939 -25.310
H 4.351 -8.294 -24.972
H 2.778 -8.900 -24.368
As 4.967 -6.852 -20.321
F 5.309 -5.167 -21.092
F 4.850 -7.529 -21.974
F 4.638 -8.460 -19.643
F 5.083 -6.063 -18.685
F 3.229 -6.377 -20.339
F 6.753 -7.220 -20.437
As 12.220 -10.813 -22.433
F 13.738 -11.633 -22.977
F 13.269 -9.543 -21.611
F 10.717 -10.012 -21.858
F 11.285 -12.037 -23.443
F 12.138 -11.871 -20.926
F 12.173 -9.734 -23.870
As 12.145 0.766 -19.269
F 13.284 -0.611 -19.606
F 10.985 0.022 -20.492
F 11.120 2.159 -19.072
F 13.207 1.579 -18.052
F 13.042 1.674 -20.575
F 11.294 0.037 -17.867
As 6.823 -1.695 -22.025
F 5.850 -0.675 -23.041
F 6.959 -0.437 -20.872
F 7.846 -2.736 -20.893
F 6.666 -3.029 -23.137
F 8.348 -1.215 -22.819
F 5.278 -2.219 -21.190
As 11.743 -1.304 -25.513
F 11.177 -1.299 -27.236
F 12.970 -2.560 -25.804
F 12.375 -1.316 -23.839
F 10.377 -0.227 -25.215
F 10.617 -2.679 -25.135
F 12.820 0.076 -25.969
As 12.098 -4.552 -17.182
F 13.504 -3.791 -16.526
F 12.530 -6.053 -16.302
F 10.693 -5.388 -18.010
F 11.581 -3.021 -18.019
F 13.122 -4.939 -18.571
F 11.062 -4.167 -15.715



No. 3
13
Properties=species:S:1:pos:R:3 method="wB97M-V/def2-TZVPD" spin_multiplicity=4 s2=3.759 lumo_energy_ha="0.008 / -0.040" orbital_gap_ha="0.252 / 0.326"
C 0.263 2.142 -0.084
C 1.148 1.346 -0.984
O 0.779 0.128 -1.377
Pt -0.012 -1.181 -0.904
H 0.849 2.647 0.698
H -0.306 2.903 -0.645
H -0.489 1.500 0.419
H -0.032 -1.364 1.862
H 2.153 1.701 -1.260
O -0.074 -1.720 0.926
C -1.173 -2.522 0.586
O -1.311 -2.468 -0.678
O -1.794 -3.110 1.442



For each record above, in turn, the calculated ΔE to the lowest compared entry with this formula, charge and spin values are 7.26, 39.13, 52.96 kcal/mol.
For each record above, in turn, the calculated largest force on an atom values are 0.0131, 0.0893, 0.3240 Eh/bohr.
For each record above, in turn, the calculated DFT total energy values are -18462.689151, -19194.357361, -537.302035 Eh.